{
  "formula": "C90H190N10O10",
  "method": "the ωB97M-V functional and the def2-TZVPD basis",
  "species": ["H", "H", "C", "O", "H", "C", "H", "H", "H", "H", "H", "C", "C", "O", "H", "H", "C", "H", "H", "H", "H", "C", "H", "C", "C", "H", "H", "C", "H", "C", "H", "C", "H", "H", "H", "H", "O", "H", "H", "C", "H", "H", "C", "H", "H", "H", "H", "H", "H", "H", "H", "O", "C", "H", "C", "C", "C", "H", "H", "H", "H", "H", "H", "H", "H", "H", "C", "C", "C", "H", "C", "H", "C", "H", "C", "H", "H", "H", "N", "H", "N", "H", "C", "H", "C", "H", "H", "H", "C", "H", "H", "H", "H", "H", "H", "C", "H", "H", "H", "C", "C", "H", "C", "H", "H", "H", "H", "C", "C", "H", "N", "C", "N", "H", "C", "H", "C", "H", "H", "H", "N", "H", "H", "C", "C", "H", "H", "H", "C", "H", "C", "H", "O", "H", "C", "C", "H", "H", "C", "H", "H", "H", "C", "H", "H", "C", "H", "C", "H", "C", "C", "C", "C", "H", "H", "H", "N", "H", "H", "H", "C", "H", "O", "H", "H", "H", "H", "C", "H", "H", "H", "H", "N", "H", "H", "C", "H", "H", "H", "H", "H", "H", "H", "C", "C", "H", "C", "H", "N", "C", "H", "C", "H", "C", "H", "H", "H", "C", "H", "C", "O", "H", "H", "H", "C", "C", "C", "C", "N", "H", "H", "H", "H", "H", "H", "H", "H", "H", "H", "C", "H", "H", "O", "H", "C", "H", "H", "H", "H", "H", "C", "C", "C", "H", "H", "H", "H", "C", "C", "H", "C", "H", "C", "H", "H", "H", "H", "H", "N", "C", "H", "C", "H", "H", "H", "O", "C", "C", "H", "C", "C", "H", "C", "C", "C", "H", "H", "H", "C", "H", "O", "H", "H", "C", "H", "H", "H", "H", "H", "H", "H", "C", "H", "H", "H", "H", "H", "H", "C", "C", "H", "H", "C", "H", "C", "H", "H", "C", "H", "H"],
  "xyz": [[-1.00067, 8.87053, -0.91361], [-3.04675, 1.95606, -1.71648], [-2.47579, 4.47868, -6.73715], [2.85671, 4.19190, -3.25504], [3.74113, 14.25026, -5.49930], [-1.33962, 8.33839, 2.27921], [-5.27136, -1.33086, 0.97198], [2.91034, 10.12254, -8.29042], [3.44542, 8.65039, -6.42948], [-0.34707, 4.75600, -6.88258], [3.50398, 2.89127, -10.22468], [-5.34923, 0.97961, -8.95719], [-1.78111, 0.52377, -0.73678], [-4.12183, -2.37187, -1.43604], [-5.53390, 0.61237, -7.94766], [-4.12406, -2.79144, -0.57259], [-1.39713, 8.07560, -4.49144], [3.76774, 1.89840, -11.53094], [6.56332, 4.83189, -2.83629], [-5.45519, 2.36861, -6.95014], [-6.12179, -0.00538, 0.77395], [4.23355, 13.28029, -5.56846], [-3.03774, 14.65796, -0.41435], [-1.40354, 11.63273, -3.10786], [-5.78733, 7.47591, 0.33955], [-0.80018, 0.90913, -1.01494], [-3.63470, 16.04955, -1.36981], [0.58476, -3.78004, -4.09027], [-2.49739, 0.57225, -3.44882], [1.53862, -2.72283, -4.51331], [2.19664, 11.32972, -1.44502], [1.41324, 11.44786, -7.37536], [1.73175, -6.15689, -3.79760], [1.79294, 2.48691, -5.38184], [0.29730, 5.06569, -4.43814], [3.99562, 0.52961, -5.53328], [0.11180, 14.16860, -3.18152], [-4.52882, 0.68819, -2.55449], [-1.59116, 8.05899, -3.41897], [-5.55032, 9.04588, -1.73501], [-9.14654, 0.56731, -7.21002], [-4.92802, 9.52612, -0.97988], [3.44492, 2.15064, -4.28029], [2.42914, 8.90501, -2.11456], [3.79523, 2.11889, -6.39770], [-0.41178, -3.38654, -3.88988], [-10.04841, 2.89062, -9.80352], [-0.08476, 11.07128, -5.71370], [-6.15808, 0.88281, -1.90950], [-5.10561, 6.77175, -4.27157], [1.44961, 9.42236, -7.93597], [-8.38469, 6.63803, -0.98328], [0.65389, -3.32315, -6.93338], [-2.31620, 17.32503, -2.58207], [-0.44986, 0.32368, -10.78031], [-6.87622, 3.93016, -7.18313], [-1.06405, -5.59237, -4.48539], [-8.47516, 0.40635, -9.67235], [-3.33982, 5.03604, -7.09897], [-0.32869, 11.62913, -3.28894], [-2.21528, 1.46125, -8.71395], [5.08749, 5.02329, -2.34950], [-1.52170, -2.17426, -0.28929], [-5.79188, -0.66737, -2.62484], [-2.48418, 3.49268, -7.20173], [0.46970, -0.93219, -12.24541], [-7.47789, 9.27449, -0.09992], [-3.44222, 12.98665, -2.48808], [-0.79970, 15.71706, -0.75694], [-4.96921, 3.74286, -7.94841], [3.15525, 12.18852, -5.60252], [-0.80971, 6.18961, 1.05217], [4.90877, 5.60480, -4.94977], [6.14632, 1.50157, -6.36385], [1.93957, -0.17760, -11.20271], [0.77735, 9.04272, -2.39867], [-6.46862, -1.43845, -0.37167], [-7.66134, 10.19963, -0.64634], [-7.54731, 1.77818, -8.86228], [-6.35292, 4.04859, -10.41552], [-7.40749, 7.39604, -1.66373], [3.02181, -0.57386, -8.79749], [5.63700, 4.26119, -2.90208], [-0.59049, 10.38403, -7.26615], [2.17461, 10.10090, -7.48647], [1.86284, -4.64926, -8.39673], [5.78286, 5.97603, -5.48479], [0.85510, 6.70943, 2.32357], [-3.11623, 15.09165, -1.41127], [6.80628, 3.57983, -5.51847], [4.05572, 5.67726, -5.62442], [-1.54374, 0.18217, 0.27073], [-6.20377, 4.59712, -3.16467], [0.45410, 11.25950, -9.37326], [-4.27027, 1.08811, -8.84689], [2.88575, 9.56425, -6.23012], [1.96493, -1.84104, -6.29424], [1.13261, 6.59170, -4.75303], [-1.42418, 13.38544, -5.31123], [-9.66899, 1.41943, -7.64481], [3.90938, 10.72430, -5.79898], [-4.71265, 4.70619, -5.26609], [-1.30275, -1.86969, -1.31272], [0.73464, 0.86052, -12.46556], [-1.02555, -6.05598, -3.49965], [-0.99974, 3.67184, -3.63465], [-3.97574, 0.90155, 1.05446], [1.03152, 7.71906, 1.95260], [-0.44658, 6.98932, 0.40664], [1.62340, 11.48268, -4.14345], [0.06453, -4.53778, -6.32916], [3.88616, 1.46779, -2.97766], [-2.23528, 5.82020, -4.60278], [0.51468, 11.35090, -1.25011], [2.95180, 2.22252, -10.88496], [-0.75300, 3.29731, -5.25637], [-5.80506, 3.09549, -7.68315], [5.27985, 3.56015, -6.52507], [-5.19920, 14.25861, -2.00087], [-0.84653, -0.52037, -10.21609], [0.07617, 9.42933, 0.45152], [-2.86215, 14.41073, -4.82022], [-4.75368, 3.12766, -10.33821], [0.26811, -5.01396, -5.01968], [-1.55254, 3.35063, -4.51745], [-1.96989, 2.36538, -4.30959], [4.68695, 10.81676, -6.55722], [-3.22807, 12.69288, -1.46049], [-8.28905, 3.24574, -6.86577], [2.53370, 9.83189, 1.45475], [-5.75534, 7.41535, -3.67851], [1.38166, 11.69919, 0.18283], [1.56915, 2.00518, -8.08246], [-0.00741, 6.98096, -6.60569], [-6.21592, 5.38827, -2.41497], [2.35125, 0.92201, -10.10446], [-1.08856, 7.15864, -0.45782], [0.68696, 14.29521, -2.42340], [-5.35460, 0.16458, -2.07279], [-4.20268, 8.66843, -3.52973], [-5.17249, 5.45814, -2.10760], [-9.10274, 3.84982, -6.46440], [-4.79192, 8.12569, -2.79059], [-1.87852, -4.87314, -4.57170], [-6.85731, 4.92119, -1.66761], [1.42570, 11.08282, -0.71508], [-1.30302, -0.68656, -3.50196], [4.16417, 1.60622, -5.50935], [-7.08831, 9.48426, 0.89624], [-8.25127, 6.59301, -3.86289], [2.47973, 9.24626, 0.53702], [-6.16956, 2.29028, -9.05664], [-1.67322, 15.26531, -1.97151], [-2.52232, 2.60860, -0.24622], [-1.10803, 0.16082, -8.29663], [-1.46155, 2.98834, -10.45204], [1.20175, 1.23630, -9.19339], [-2.98988, 12.70816, -5.20233], [-2.87113, 6.53935, -3.00271], [-8.44265, 8.80533, 0.09304], [0.66270, 0.02758, -11.76617], [-5.54630, 0.28105, -9.77038], [-1.09156, 9.65208, -0.36360], [2.04166, -2.97252, -8.72404], [0.35151, 6.35030, -3.28293], [0.39064, -6.13652, -7.18519], [0.77774, -4.24964, -3.12573], [-3.93488, 4.02999, -4.91123], [-10.18709, 3.94485, -8.57384], [0.42827, 6.54294, -0.06609], [-1.30036, -2.53330, -7.11153], [-1.19686, 5.24619, -8.30213], [3.68845, 3.60177, -4.17971], [4.58817, 6.26504, -4.14392], [-4.19224, 14.79598, -3.31226], [-2.34688, 13.45399, -4.73502], [1.46990, 7.58920, -1.47764], [2.52179, -3.17086, -4.65727], [3.22950, 11.86063, -3.47311], [-1.01696, 9.10080, 2.98823], [2.17677, 9.26333, -5.45885], [-1.34903, -6.41164, -5.14545], [-10.35479, 0.98605, -8.37281], [-1.23405, 5.29598, -7.21391], [-1.16171, 1.20693, -8.59810], [3.93300, 0.81445, -8.48444], [2.00005, -3.68755, -7.90239], [0.07836, 2.84925, -11.34485], [-3.55571, -1.13397, -0.98988], [-5.74245, -0.80701, 0.14025], [4.50694, 10.43798, -4.93351], [-2.00294, 13.11293, -3.21107], [2.21826, 13.18113, -3.97802], [-2.26931, -0.73796, -1.59476], [-6.06275, 8.12035, -4.45090], [-4.96617, 6.97175, -0.16997], [0.63419, 12.84503, -8.97294], [-0.21142, 1.47055, -9.73109], [-0.48938, 8.67899, -4.48794], [-1.78601, 16.45756, -2.97514], [-2.26408, 5.82687, -3.21595], [0.92340, 13.42621, -5.96549], [4.95875, 13.10599, -4.77361], [-2.21862, 16.04534, -3.88674], [2.38669, 7.88486, 1.23110], [-0.37973, 2.89504, -10.35684], [5.73782, 3.36730, -5.55493], [1.46265, -6.00442, -4.84279], [-1.05755, 13.99555, -2.49901], [-2.31315, 8.58019, 1.85273], [-1.85035, 10.98939, -3.86588], [2.02992, 11.89006, -9.42276], [6.28335, 1.46826, -4.58348], [2.91095, -3.70616, -7.30404], [-1.44707, 11.19375, -2.11112], [-0.79567, 16.84035, -3.22170], [1.63088, -1.87928, -3.82920], [1.65245, 0.78883, -4.76685], [0.30969, -1.51196, -5.74265], [-2.46665, 4.47892, -5.15266], [-0.27531, -1.53654, -1.45930], [3.35877, 4.05592, -2.44816], [1.58854, 13.69156, -6.60483], [-2.26207, 8.55142, -4.95361], [1.31209, 9.53595, -0.36893], [3.66153, 0.40542, -2.88269], [2.06687, -1.20147, -10.85116], [1.34369, -6.92864, -5.40827], [0.04336, 3.72532, -9.79140], [-1.73602, 7.36579, -6.93547], [-6.55552, 8.27514, -0.76967], [-6.91375, 6.73433, -2.88809], [1.07691, -2.28013, -5.83959], [5.78545, 3.32292, -2.36756], [-0.53701, 12.11192, -7.02964], [-1.32289, 16.30962, -0.00646], [3.23261, 7.72420, 1.89947], [1.47305, 8.66564, -1.64907], [-8.71342, 2.48817, -8.16653], [-4.83581, 1.94417, -0.23486], [-2.86083, 1.66845, -0.68168], [-10.41903, 1.57880, -6.87012], [5.72976, 1.87657, -5.42900], [-4.08317, 7.36408, -2.46543], [4.82164, 13.28683, -6.48618], [-9.23096, 7.08994, -1.01800], [-8.33585, 7.30951, -4.67995], [-3.94935, 12.17525, -3.01013], [2.28169, 12.49422, -6.74784], [-0.40774, -2.54379, -7.73701], [-6.41213, 6.64787, 0.67434], [-4.15662, 1.12555, 0.00317], [-8.61745, 3.98652, -9.57195], [-0.26493, -1.51588, -8.07036], [-8.27419, 5.59293, -4.29584], [-8.01635, 1.18340, -9.99990], [2.48254, 12.14994, -4.21233], [-9.39845, 3.39792, -9.09058], [-0.75328, -3.02399, -8.65248], [-2.27042, -0.42540, -3.07295], [1.94916, 1.81278, -4.53968], [1.19405, 1.94757, -3.76525], [-0.01709, 11.18287, -6.79585], [5.05730, 4.21218, -4.40961], [3.50052, 0.25720, -9.31544], [-6.13836, 9.74488, -2.32974], [4.97537, 1.49894, -3.00458], [-6.26880, 2.54295, -11.18811], [1.13397, 11.89156, -8.80198], [-1.21891, 0.72556, -11.43998], [-0.31062, -5.48861, -7.28542], [-8.12505, 2.67408, -5.95231], [-1.02501, 1.75428, -7.66545], [0.22315, 6.14931, -4.34651], [-1.50279, -2.79203, -1.85804], [2.81999, -0.10818, -11.84157], [-5.43220, 8.02961, 1.20870], [-9.24933, 6.60493, -3.42491], [-6.31892, 4.31581, -6.32944], [-4.23931, 3.01962, -5.18433], [-0.40825, 14.79921, -0.31825], [-4.16218, 14.32422, -2.33010], [3.44858, 9.33020, 0.04469], [0.07293, 16.27874, -1.09034], [2.12279, 2.76914, -11.33447], [1.68373, 1.32845, -7.41127], [2.36355, -5.75833, -5.40487], [-4.08918, 4.06877, -3.83291], [-0.16862, 8.21635, 1.20338], [-4.69925, -0.11091, -0.72409], [-7.23099, 4.68461, -7.88532], [4.27832, -0.29167, -9.84635], [-1.04116, 6.65718, -6.48476], [1.21012, 8.18972, 2.91938], [-1.05322, 6.63886, -4.92804], [3.54000, 2.11279, -2.17003], [-2.88379, -1.15609, -3.60016], [-5.84292, 3.08781, -10.34558], [2.53128, 7.10895, 0.47933], [-1.39206, 7.50612, 2.98112]],
  "forces_ev_per_a": [[-0.8201, -0.0685, -0.8475], [-0.3772, -0.0400, -0.1508], [2.1646, 2.3114, 0.7408], [0.4112, 0.4836, 0.4112], [0.2019, 0.0452, 0.2847], [1.2943, 1.1438, -0.2147], [0.3725, -0.7947, -0.2709], [0.3687, 0.5795, 0.0647], [0.0973, 0.0427, -0.3122], [0.1864, -0.5904, -0.2220], [-0.5013, 0.0826, 0.5508], [0.6193, 0.4519, 0.4169], [-0.8386, 0.1721, 0.2388], [0.6054, 0.7763, -0.0837], [-0.7202, -0.7093, -0.3622], [-0.2049, -0.6645, -0.1930], [0.7797, -0.3404, 1.2756], [-0.5062, -0.1293, -0.6669], [0.7340, -0.4284, -0.5042], [-0.1267, 0.0169, 0.0670], [-1.2396, 0.1588, -0.5202], [0.0102, -0.2759, -0.4161], [-0.3970, -0.1929, -0.0155], [0.2155, 1.2285, -0.4940], [-0.2848, -0.7472, -1.4011], [-0.0528, -0.0453, -0.9223], [0.8572, 0.4976, 0.6888], [-1.8371, -1.3990, 1.3040], [-0.2718, 0.0118, 0.4814], [0.4326, -1.4953, -0.0895], [0.5010, -0.1321, 0.5134], [0.1024, -0.8426, -0.2525], [-0.1881, -0.3077, -0.1722], [-1.0655, -0.1552, -0.1678], [0.2535, 0.1245, -0.1770], [-0.3257, -0.0499, -0.2922], [1.0053, 0.7857, -0.6460], [-0.5858, -0.0726, -1.1110], [-0.2162, -0.0436, 0.1930], [0.0229, -2.0049, 0.3357], [0.5117, -0.0055, -0.1609], [0.4665, 0.4559, -0.6073], [-0.5519, -1.1559, 0.8191], [0.2751, 0.0455, 0.2626], [-0.1084, -0.2727, -0.0993], [-0.0541, 0.7343, -0.2644], [0.7303, -0.3641, -0.5366], [0.2168, -0.2217, 0.1246], [-0.1476, 0.1906, -0.1242], [-0.6345, -0.9786, 0.1184], [-0.2216, -0.3783, 0.4732], [1.0992, -0.7649, 0.2025], [1.8107, -0.1290, -0.4972], [-0.3278, -0.3580, 0.0758], [-0.4216, 1.4999, 0.1055], [-2.9581, 1.1972, 1.2516], [0.2050, -0.9493, -0.8434], [0.0388, -0.3535, -0.1569], [-0.2911, -0.1213, 0.2524], [0.0693, 0.3191, -0.4177], [-0.0725, -0.2131, -1.0951], [-0.9260, -0.5555, 0.1860], [0.5998, 0.1854, 0.3108], [0.6223, -0.1995, 0.2252], [0.0098, -0.1225, 0.4589], [-0.7649, 0.3761, -0.7766], [-0.3501, -0.0900, 0.6486], [1.4899, 0.2783, 0.1410], [0.2861, -0.6060, -0.7572], [0.1868, -0.0856, 0.1087], [1.2997, -2.0191, 0.4465], [-0.5100, 0.1903, -0.2030], [-0.9823, 0.8627, 0.2235], [0.2915, -0.2963, 0.1448], [4.1571, 0.9075, 3.1255], [-0.4947, -0.6092, -0.0841], [0.0387, 0.3452, 0.1241], [0.1638, -0.0737, -0.1179], [-0.3114, 1.3246, 2.7394], [0.4149, 0.3206, 0.4151], [0.4768, 2.5897, -0.3326], [-0.2775, -0.2381, 0.2694], [1.3076, 1.1119, -1.6483], [0.4849, -0.1168, -0.1649], [0.1555, -0.3444, -0.2365], [-0.0912, -0.1334, 0.2348], [0.1403, -0.0098, 0.3473], [0.0342, -0.2760, -0.5796], [-1.6725, -0.3339, -0.9257], [0.0432, 1.0388, -0.4502], [0.0753, -0.4201, -0.3307], [-0.5001, -0.2639, 0.2830], [-0.0096, 0.2603, -0.6332], [-0.1035, -0.7742, 0.4697], [0.2759, 0.6218, -0.7719], [0.6515, 1.6634, -0.0710], [-0.2438, 0.7720, -0.3116], [-0.1368, 0.0933, -0.5523], [0.0300, 0.6096, -0.1174], [-0.8124, -1.9979, -0.1184], [-1.8438, 0.3693, -0.5883], [0.3788, 0.2658, -0.4556], [-0.3161, -0.5058, 0.5067], [-0.3646, -0.1414, -0.4245], [0.2617, 0.4023, 0.2064], [-0.5406, 0.1939, 0.2823], [-0.2259, 0.2518, 0.0035], [2.4248, 0.8488, 1.7983], [-0.5031, -1.2960, -2.1140], [-0.0029, 0.0641, -0.0335], [-0.5446, 2.4103, -1.2952], [1.2201, 0.3300, -0.6923], [-0.2122, 0.6934, -0.9288], [-0.1620, -0.0034, 0.0030], [-0.4443, -1.3010, 1.3630], [0.2662, -0.8396, -0.0559], [0.3367, -2.2037, -3.7167], [0.1623, 0.7272, 0.1743], [0.2709, 0.0209, 0.5648], [0.2739, -0.2466, -0.3658], [-0.2157, 0.5180, 0.1434], [0.3892, -0.0115, -0.2083], [-0.0997, 0.4051, -0.5740], [1.1176, 0.7183, 1.8996], [0.9743, 1.3112, -1.0699], [-0.3420, 0.2850, -0.3854], [-0.3100, 0.1086, -0.5196], [-0.0427, -0.6384, 0.0021], [2.8572, -0.3514, -0.0555], [-0.3003, 1.2533, -0.4779], [-1.0776, 0.8008, -0.1544], [0.5751, -0.1966, 0.0322], [-0.0080, 0.5276, -0.3137], [-0.0436, 0.3387, -1.0654], [-1.7951, -0.8455, -0.7497], [0.7711, 0.7286, -0.8612], [-0.6882, -0.3295, 0.1556], [0.8460, -0.1251, -0.2614], [0.5027, 1.7918, 0.5338], [0.2513, 0.7952, 0.5260], [-0.1972, 0.5189, 0.3189], [0.1369, 0.8556, -0.8495], [-0.0355, 1.0498, 0.6527], [0.2184, 0.1909, 0.2322], [0.3153, 0.2286, 0.5455], [-1.4691, -1.0679, -0.7586], [0.4768, 0.2993, 0.1650], [1.9921, -0.7924, 1.2835], [0.0330, 0.4578, -0.0676], [1.1414, -1.1275, 0.5810], [0.5439, -1.1613, 2.1617], [0.1076, -0.1817, 2.1238], [-0.2849, 1.6846, 0.3373], [0.2193, -0.2606, 0.4645], [-0.1110, 0.0551, -0.1012], [-0.0199, 0.5421, -0.2631], [-0.2960, -1.9277, -1.4555], [-0.1750, -0.2207, 0.4332], [-0.0843, -0.1526, 0.0511], [-0.0422, 0.0140, -0.0497], [-1.8366, 0.0788, -1.1753], [-0.1634, -0.0986, 0.2605], [1.0859, -0.1874, 0.3696], [0.2212, 0.3085, 0.2616], [-0.5234, 0.0158, 0.1759], [0.1752, -0.5776, -0.5685], [0.5646, 0.0796, 0.1800], [-0.3616, 0.8220, 2.2003], [0.4917, 0.7653, 0.3064], [0.3387, 0.2052, 0.1420], [-0.0847, 0.1222, 0.1772], [0.0771, 0.8394, -0.0390], [-0.3879, -0.7629, -3.3638], [0.4546, 0.3485, 0.0814], [-0.1253, 0.3610, 0.0390], [0.9681, -0.3936, 1.1054], [-0.3851, 0.1893, -0.1644], [0.3216, -0.0164, 0.3404], [-0.0126, -0.1526, -0.0138], [-0.2682, 0.6952, -0.2816], [-0.0817, 0.4387, 0.3344], [-0.0481, -0.1100, -0.1244], [0.3056, -0.0289, -0.8072], [0.4403, -1.0782, 1.3703], [-0.7626, 0.0052, 1.6374], [0.1452, 0.5449, -0.3982], [-2.2857, 0.2699, 1.1336], [-0.1668, 0.3563, -0.0770], [-0.7520, 1.7411, 1.6365], [0.8344, 0.5866, 1.5616], [-0.4773, 0.2839, 0.5221], [-1.2344, -1.9976, -0.4690], [-0.4529, -0.1257, 0.1971], [-0.0989, 1.2219, 0.9020], [-0.7957, 0.2561, 0.2136], [0.4009, 0.0746, 0.2428], [0.3156, 0.3961, 0.7908], [2.3114, 0.2663, 0.0414], [-0.0220, 0.3431, -0.7287], [1.1063, -0.9551, -0.3000], [-0.5179, -1.1650, 1.5524], [-0.6877, 0.7434, 0.5056], [-0.2440, 0.1587, 0.3176], [-0.2089, 0.6021, -0.0581], [-0.3250, -1.2316, -1.1869], [-0.2733, -1.4962, -0.0020], [1.5096, 0.3570, 1.8931], [0.0210, -0.2948, -1.2436], [-4.5412, -0.0919, 1.4112], [0.1302, -0.0711, 0.0104], [-0.2015, -0.1275, 0.1458], [0.2853, 0.2101, 0.2414], [-0.2990, -0.0239, 0.0199], [-0.0103, 0.1150, -0.0644], [-0.6901, 0.1863, 0.0277], [0.1400, -0.1801, -0.2095], [-0.0904, -0.1424, 0.1549], [1.0917, -0.3769, -0.6550], [-0.1438, -0.0731, -0.0429], [-1.7929, -2.3556, -0.5990], [0.0395, -0.1885, 0.0919], [-0.3400, 0.2929, 0.9467], [-0.1662, -0.1049, 0.4358], [0.2883, -0.1618, -0.4017], [0.8295, 1.6957, 0.1579], [-0.6207, 0.1732, 0.1101], [-0.2744, 0.0054, 0.8990], [-0.8857, -0.7478, 0.7008], [-0.0119, -0.2740, 0.2033], [0.0079, 0.3503, 0.4688], [0.1052, -0.8607, -1.1960], [-0.6480, -1.6980, -0.5844], [0.6668, 0.6831, -1.8831], [-0.3231, 0.1214, -0.2030], [-0.4883, -0.0055, 0.1392], [-0.1219, -0.0553, -0.1672], [-0.1340, 0.2264, 0.2720], [-0.1744, 1.0622, 0.1440], [0.6536, -1.0754, 2.0048], [-0.6685, -0.1198, 0.9661], [0.6236, -1.7449, -0.1008], [0.3351, 1.3982, 0.3343], [-2.6659, -0.1701, -0.9422], [-0.2698, 0.3268, 1.2994], [-0.1828, -0.1014, -0.2024], [0.0829, 0.4640, -0.4273], [0.6981, 0.1845, 0.0919], [-0.1759, 0.0976, -0.0041], [0.4821, -2.0320, -1.0254], [-1.1934, -0.9753, -0.5542], [-0.2535, 0.1747, 0.2174], [1.1229, 0.5114, -2.2147], [-0.6344, 0.5246, -0.2459], [1.0532, -0.0333, 0.5127], [0.4561, -0.0980, -0.3741], [-0.6082, -0.5055, -1.6168], [0.3055, 0.5557, -0.5069], [-1.1996, 0.7364, -0.8218], [0.2716, -0.5550, -0.0763], [0.3234, -0.8073, -1.3264], [-0.2112, 1.1020, -0.2227], [0.4251, 1.0837, 0.4359], [0.3790, 1.4293, 0.6560], [-1.1748, -1.8775, 1.5800], [-1.0107, -0.8030, 1.2460], [0.1201, 0.2372, 0.1655], [0.0886, 0.0040, 0.4921], [0.5261, -0.2772, -0.1579], [0.0331, 0.2521, -1.6442], [-0.6860, -0.2787, 0.2930], [0.1792, -0.1513, 0.3569], [0.1272, -1.2459, -0.4069], [0.9839, 0.3327, -0.0354], [1.2063, -0.6984, 0.8892], [0.0230, 0.2652, -0.5587], [-0.3840, 0.1099, -0.8384], [-0.0296, 0.2460, -0.2879], [0.3623, 0.3391, 0.9564], [-1.2398, 1.0315, 0.4740], [0.6937, -0.0439, -0.4024], [-0.1494, -0.0030, 0.4417], [2.4194, -0.6093, -0.3820], [-0.1659, 0.1494, -0.2765], [0.0036, 0.1988, -0.0771], [0.4829, -0.0254, -0.4490], [-0.0267, 0.0645, 0.3870], [0.2807, 1.2916, 0.3370], [-0.0473, -0.1979, 0.3124], [-0.7641, -1.4852, 1.8036], [0.4575, -2.9026, -1.0502], [0.9973, 0.6105, -0.0795], [0.0578, 0.7039, -0.6757], [0.5514, -0.4692, -0.7143], [-0.3935, 0.8825, 0.1277], [-2.5166, 0.3106, -2.4240], [-0.1400, -0.6619, 0.3673], [-0.5491, 0.1077, 0.0569], [-0.9950, -0.8309, 0.8392], [-0.1856, -0.3368, -0.1694], [-0.0429, -0.6718, -0.7139]],
  "molar_mass_g_mol": 1572.57,
  "lumo_ev": 0.31,
  "energy_ha": -4842.2567,
  "smiles": "CC1(C)CCCC(C)(C)N1O.CC1(C)CCCC(C)(C)N1O.CC1(C)CCCC(C)(C)N1O.CC1(C)CCCC(C)(C)N1O.CC1(C)CCCC(C)(C)N1O.CC1(C)CCCC(C)(C)N1O.CC1(C)CCCC(C)(C)N1O.CC1(C)CCCC(C)(C)N1O.CC1(C)CCCC(C)(C)N1O.CC1(C)CCCC(C)(C)N1O",
  "de_lowest_ev": 11.902,
  "gap_ev": 8.153
}